Run one
Computed, not measured: C5H10O2S in the gas phase, with wB97M-V/def2-TZVPD.

Summary:
Total charge: 0
Kohn-Sham gap, eV: 9.8
SMILES string: C=C(CS)OCCO

Each line ends with the Löwdin charge.
Cartesian coordinates (Å):
C (0.96722, 1.69002, -1.15769)  -0.219
C (-0.18798, 1.37785, -0.23004)  -0.215
C (0.66429, -0.51353, 0.89916)  -0.467
C (1.67392, -0.88309, 1.67259)  0.081
C (-0.07571, -1.44970, -0.06022)  -0.541
H (1.16583, 2.54952, -2.96114)  0.090
H (1.69528, 2.24914, -0.60875)  0.117
H (1.46725, 0.79574, -1.44074)  0.104
H (-0.92775, 0.76257, -0.84349)  0.120
H (-0.76169, 2.26039, 0.04405)  0.138
H (2.15575, -0.10614, 2.24779)  0.069
H (1.92283, -1.93221, 1.81825)  0.070
H (-0.00759, -1.07656, -1.09582)  0.076
H (0.42407, -2.40937, -0.06350)  0.068
H (-1.47702, -2.00482, 1.64358)  -0.098
O (0.45658, 2.36519, -2.32778)  -0.059
O (0.14914, 0.73232, 0.95066)  -0.066
S (-1.79707, -1.69986, 0.34587)  0.730

Run two
Computed, not measured: C5H10O2S in the gas phase, with wB97M-V/def2-TZVPD.

Summary:
Total charge: 0
Kohn-Sham gap, eV: 9.7
SMILES string: CO[C@@H]1CCOCS1

Each line ends with the Löwdin charge.
Cartesian coordinates (Å):
C (-1.99679, 1.71381, 0.27803)  -0.116
C (-0.55348, -0.12381, 0.63139)  -0.687
C (0.78240, -0.60150, 0.97671)  -0.200
C (1.86148, -0.06588, 0.04955)  -0.148
C (0.66714, -1.25644, -1.59572)  -0.422
H (-2.00393, 2.87729, 0.20010)  0.127
H (-2.36171, 1.24428, -0.63697)  0.038
H (-2.67293, 1.48724, 1.06282)  0.065
H (-1.33164, -0.45833, 1.39256)  0.131
H (0.58253, -1.70147, 1.02636)  0.133
H (0.92310, -0.35052, 1.98212)  0.108
H (1.90324, 1.05473, 0.10389)  0.139
H (2.85174, -0.48648, 0.26764)  0.122
H (0.49902, -1.26623, -2.73330)  0.106
H (1.04037, -2.21387, -1.19317)  0.087
O (-0.66521, 1.25323, 0.50269)  -0.208
O (1.58995, -0.21558, -1.39606)  -0.184
S (-1.11528, -0.89046, -0.91865)  0.912

Which structure is the least stable? The one labeled run two.

Run one
Computed, not measured: a molecular structure, C6H15F4KN2O12PS4, with wB97M-V/def2-TZVPD.

Summary:
Total charge: -1
Kohn-Sham gap, eV: 9.3

Each line ends with the Löwdin charge.
Cartesian coordinates (Å):
K (-0.15295, -1.12680, 2.42237)  0.835
N (-0.50714, 1.62029, 3.37955)  -0.327
S (-0.72734, 2.99487, 2.74853)  0.424
O (0.42103, 3.55533, 2.02341)  -0.315
O (-1.56535, 3.94246, 3.43103)  -0.279
F (-1.60477, 2.51732, 1.48578)  -0.211
S (0.28273, 2.20148, 4.78826)  0.551
O (-0.56858, 2.71686, 5.81208)  -0.263
O (1.63950, 2.61448, 4.68779)  -0.242
F (0.44194, 0.68023, 5.29906)  -0.232
N (2.67634, -1.51686, 2.04723)  -0.312
S (2.68006, -2.27625, 0.53751)  0.521
O (1.53857, -3.12737, 0.34775)  -0.285
O (3.91502, -2.60871, -0.10263)  -0.251
F (2.35436, -0.89612, -0.18295)  -0.197
S (2.89770, -2.74158, 2.89545)  0.406
O (4.25802, -3.20297, 2.82886)  -0.272
O (1.75646, -3.62161, 3.12143)  -0.326
F (2.84787, -2.05598, 4.35893)  -0.210
C (1.66667, -2.07052, -3.19123)  -0.054
C (0.17769, -1.67665, -3.15748)  -0.234
O (-0.05250, -0.34998, -2.67254)  -0.172
P (-0.97510, -0.02780, -1.43394)  0.413
O (-0.64543, -0.68424, -0.15093)  -0.320
O (-1.05580, 1.54761, -1.45277)  -0.170
C (0.03733, 2.40793, -1.05596)  -0.229
C (1.15566, 2.38795, -2.07871)  -0.079
O (-2.42492, -0.45641, -2.01059)  -0.187
C (-3.53885, -0.20424, -1.11005)  -0.255
C (-4.83592, -0.65594, -1.79211)  -0.065
H (1.87510, -2.53971, -2.24118)  0.043
H (2.00841, -2.56272, -4.10479)  0.075
H (2.34370, -1.21851, -3.33445)  0.083
H (-0.10595, -1.64849, -4.21234)  0.113
H (-0.42544, -2.41736, -2.63817)  0.120
H (-0.37069, 3.41310, -1.14355)  0.125
H (0.37399, 2.17715, -0.04742)  0.098
H (1.86301, 1.55651, -2.11475)  0.067
H (0.68775, 2.40541, -3.06615)  0.080
H (1.84785, 3.22939, -1.98900)  0.081
H (-3.33507, -0.76587, -0.20008)  0.112
H (-3.55561, 0.87762, -0.97210)  0.116
H (-4.79920, -1.74695, -1.78137)  0.074
H (-5.66030, -0.33990, -1.15776)  0.075
H (-4.83988, -0.30646, -2.82002)  0.077

Run two
Computed, not measured: a molecular structure, C6H15F4KN2O12PS4, with wB97M-V/def2-TZVPD.

Summary:
Total charge: -1
Kohn-Sham gap, eV: 9.1

Each line ends with the Löwdin charge.
Cartesian coordinates (Å):
K (13.85145, -2.46009, 0.11343)  0.933
N (12.87989, -2.48242, -1.48070)  -0.494
S (12.32197, -3.08006, -2.66020)  0.410
O (11.96215, -2.15770, -3.75693)  -0.257
O (11.49235, -4.25462, -2.44128)  -0.299
F (13.69542, -3.72184, -3.03542)  -0.140
S (11.43403, -1.69405, -1.15813)  0.646
O (10.07917, -2.25499, -1.34383)  -0.244
O (11.53383, -0.26947, -1.48949)  -0.261
F (11.67844, -1.74320, 0.43096)  -0.250
N (14.88826, -0.91568, -0.49018)  -0.444
S (14.17402, 0.37795, 0.28306)  0.593
O (13.19971, 1.05127, -0.62589)  -0.265
O (14.81086, 1.18246, 1.27264)  -0.236
F (13.30073, -0.44428, 1.32661)  -0.228
S (16.28382, -0.26384, -0.51801)  0.591
O (17.13373, -0.40470, 0.66182)  -0.247
O (16.49038, 0.84132, -1.42644)  -0.224
F (16.86068, -1.60074, -1.24588)  -0.249
C (16.04491, -8.84114, 0.90034)  -0.061
C (16.47944, -7.46957, 0.31878)  -0.301
O (15.48791, -6.60858, 0.78527)  -0.190
P (15.24495, -5.13861, 0.06137)  0.634
O (14.32161, -4.20274, 0.75094)  -0.432
O (16.75774, -4.53180, -0.13200)  -0.172
C (17.04977, -3.16271, -0.23309)  -0.285
C (17.46609, -2.54657, 1.17771)  -0.031
O (14.81203, -5.46757, -1.54380)  -0.218
C (13.84239, -6.45304, -1.92242)  -0.234
C (12.46941, -6.09674, -1.22475)  -0.063
H (16.83690, -9.56724, 0.71690)  0.070
H (15.68001, -8.86991, 1.92704)  0.077
H (15.18804, -9.14143, 0.29726)  0.066
H (17.37141, -7.08526, 0.81356)  0.112
H (16.73781, -7.50066, -0.73970)  0.123
H (17.84825, -3.05884, -0.96776)  0.141
H (16.26957, -2.58936, -0.73374)  0.014
H (17.42932, -1.46052, 1.26282)  -0.071
H (16.87289, -2.93518, 2.00548)  0.077
H (18.47625, -2.87077, 1.42783)  0.068
H (13.76606, -6.53473, -3.00667)  0.112
H (14.23931, -7.45708, -1.77253)  0.092
H (12.23843, -5.04664, -1.40374)  -0.010
H (11.62430, -6.69176, -1.57092)  0.082
H (12.58796, -6.21193, -0.14735)  0.065

Which structure is the least stable? The one labeled run two.

Run one
Computed, not measured: C7H9N3O2 in the gas phase, with wB97M-V/def2-TZVPD.

Summary:
Total charge: 0
Kohn-Sham gap (alpha / beta), eV: 7.8 / 6.6

Each line ends with the Löwdin charge.
Cartesian coordinates (Å):
C (-1.85906, 1.90867, 0.11106)  -0.094
C (-1.09291, -0.04304, 0.08975)  -0.330
C (1.78061, 0.47150, 0.37220)  -0.440
C (2.53351, 1.49312, 0.87674)  0.055
C (-0.55443, -1.36902, 0.35523)  -0.219
C (1.35662, 0.41233, -1.11472)  -0.027
C (-1.31105, -2.56532, -0.03553)  0.010
N (-2.85730, 1.12985, -0.25375)  0.053
N (-2.35751, -0.07402, -0.34440)  0.068
N (1.64263, -0.65677, 1.10482)  0.098
O (-0.71837, 1.17144, 0.35389)  0.068
O (0.63686, -1.49850, 0.86821)  0.003
H (-1.85933, 2.95438, 0.19476)  0.116
H (2.59875, 2.36296, 0.22847)  0.057
H (2.79068, 1.47453, 2.03972)  0.114
H (0.80154, 1.35021, -1.39475)  0.104
H (0.80263, -0.43618, -1.30945)  0.037
H (2.21700, 0.43236, -1.80165)  0.095
H (-1.40962, -2.63746, -1.05567)  0.072
H (-2.29514, -2.47511, 0.34775)  0.083
H (-0.84610, -3.40593, 0.36735)  0.081

Run two
Computed, not measured: C7H9N3O2 in the gas phase, with wB97M-V/def2-TZVPD.

Summary:
Total charge: 0
Kohn-Sham gap, eV: 9.2
SMILES string: CC(C)c1cncnc1[N+](=O)[O-]

Each line ends with the Löwdin charge.
Cartesian coordinates (Å):
C (1.49567, 0.50006, -1.08213)  -0.090
C (2.70029, -0.71932, -2.64408)  -0.180
C (0.47925, -0.41211, -1.01276)  -0.049
C (0.66597, -1.56608, -2.14246)  -0.112
C (-1.02000, 1.08867, 0.04552)  -0.059
C (-0.21371, -0.95270, 1.35782)  -0.033
C (-0.60106, -0.37417, -0.00726)  -0.417
N (2.59443, 0.33412, -1.87020)  0.090
N (1.74403, -1.63169, -2.79743)  0.152
N (-0.34482, -2.55391, -2.28658)  -0.379
O (-0.84195, -2.95224, -1.27805)  0.112
O (-0.51862, -2.89504, -3.41610)  0.136
H (1.64000, 1.40375, -0.38870)  0.140
H (3.47337, -0.98592, -3.30858)  0.102
H (-1.96495, 1.30292, 0.71026)  0.124
H (-1.32171, 1.37587, -0.85602)  0.023
H (-0.11601, 1.70596, 0.47575)  0.109
H (0.50394, -0.22783, 1.72682)  0.077
H (0.30286, -2.04161, 1.25873)  0.143
H (-0.97864, -1.11569, 1.97090)  0.022
H (-1.24812, -1.10611, -0.37546)  0.089

Which structure is the least stable? The one labeled run one.

Run one
Computed, not measured: 2 unconnected molecules or ions with the total composition C2H2F2, with wB97M-V/def2-TZVPD.

Summary:
Total charge: 0
Kohn-Sham gap (alpha / beta), eV: 8.1 / 8.1

Each line ends with the Löwdin charge.
Cartesian coordinates (Å):
C (0.93889, -0.06171, -0.85840)  0.054
C (-0.93033, 0.12823, 0.88710)  -0.018
F (1.96601, 0.81835, -0.80024)  -0.073
F (-1.76247, -0.79709, 1.12675)  0.005
H (1.26322, -1.12774, -0.74029)  0.003
H (-1.47533, 1.03996, 0.38507)  0.028

Run two
Computed, not measured: C2H2F2 in the gas phase, with wB97M-V/def2-TZVPD.

Summary:
Total charge: 0
Kohn-Sham gap, eV: 10.9
SMILES string: F/C=C/F

Each line ends with the Löwdin charge.
Cartesian coordinates (Å):
C (0.51826, 0.07409, -0.39524)  -0.120
C (-0.39495, -0.19066, 0.61589)  -0.195
H (1.05829, 1.08497, -0.63324)  0.149
H (-1.19708, -1.01091, 0.46233)  0.147
F (0.77971, -0.67811, -1.49495)  -0.024
F (-0.76423, 0.72063, 1.44521)  0.044

Which structure is the least stable? The one labeled run one.

Run one
Computed, not measured: C4H8ClN3 in the gas phase, with wB97M-V/def2-TZVPD.

Summary:
Total charge: 0
Kohn-Sham gap, eV: 9.8
SMILES string: N[C@H]1C=NNC[C@H]1Cl

Each line ends with the Löwdin charge.
Cartesian coordinates (Å):
C (1.06454, -0.27276, -0.21089)  -0.416
C (0.64207, -1.52588, -0.95389)  -0.126
C (-1.37901, -0.05607, 0.12044)  -0.230
C (-0.10413, 0.70294, -0.22931)  -0.650
H (1.92965, 0.11127, 1.59829)  0.057
H (1.96691, -1.46122, 1.17278)  0.055
H (1.92446, 0.13704, -0.74387)  0.132
H (1.43927, -2.19121, -1.25740)  0.102
H (-2.46000, -1.54088, -0.86030)  0.130
H (-2.26309, 0.60094, 0.15341)  0.119
H (-1.24202, -0.54598, 1.11068)  0.123
H (-0.18199, 1.10857, -1.22319)  0.104
N (1.40653, -0.64670, 1.16987)  0.041
N (-0.55933, -1.86752, -1.26535)  0.025
N (-1.57919, -1.01897, -0.94939)  -0.087
Cl (0.15705, 2.08379, 0.88268)  0.620

Run two
Computed, not measured: C4H8ClN3 in the gas phase, with wB97M-V/def2-TZVPD.

Summary:
Total charge: 0
Kohn-Sham gap, eV: 9.2
SMILES string: CNN/C=N/C=C/Cl

Each line ends with the Löwdin charge.
Cartesian coordinates (Å):
C (-2.15776, 1.22909, -0.36285)  -0.114
C (-0.12270, -1.14545, -0.09461)  -0.220
C (2.05109, -0.48570, -0.02602)  -0.266
C (2.98701, 0.43187, 0.23802)  -0.565
H (-2.91466, 0.95786, -1.11368)  0.077
H (-1.20016, 1.45861, -0.84398)  0.066
H (-2.50982, 2.10468, 0.17417)  0.071
H (-1.31173, 0.43949, 1.32266)  0.106
H (-2.01358, -1.80167, 0.12189)  0.109
H (0.20683, -2.17108, -0.47067)  0.150
H (2.34617, -1.46863, -0.37811)  0.096
H (2.74741, 1.39547, 0.59796)  0.049
N (-2.00758, 0.14692, 0.62372)  -0.114
N (-1.47021, -0.99114, 0.02406)  -0.047
N (0.69761, -0.20658, 0.17545)  0.030
Cl (4.67208, 0.10627, 0.01197)  0.571

Which structure is the least stable? The one labeled run two.

Run one
Computed, not measured: a gas-phase ion, C4H6N3 (charge +1), with wB97M-V/def2-TZVPD.

Summary:
Total charge: +1
Kohn-Sham gap (alpha / beta), eV: 6.0 / 10.6

Each line ends with the Löwdin charge.
Cartesian coordinates (Å):
C (-1.21082, 1.28355, 0.65777)  -0.276
C (1.12029, -0.33764, -0.30821)  0.153
C (-1.40597, 0.08492, -0.32555)  -0.112
C (-0.11488, -0.26385, -1.00658)  -0.133
N (-0.31612, 1.75376, 1.30194)  0.232
N (2.78747, -1.10805, 1.19945)  0.245
N (1.99609, -0.73719, 0.36786)  0.027
H (-2.23782, 1.65964, 0.83981)  0.143
H (-1.77416, -0.69302, 0.27768)  0.104
H (-2.36454, 0.20809, -0.99108)  0.179
H (0.00259, 0.23446, -1.91257)  0.129
H (-0.31590, -1.24336, -1.22554)  0.125
H (3.83378, -0.84131, 1.12503)  0.184

Run two
Computed, not measured: a gas-phase ion, C4H6N3 (charge +1), with wB97M-V/def2-TZVPD.

Summary:
Total charge: +1
Kohn-Sham gap (alpha / beta), eV: 8.4 / 8.4
SMILES string: [H]/N=N/C=C=[N+]1CC1

Each line ends with the Löwdin charge.
Cartesian coordinates (Å):
C (1.63693, -1.02258, 0.09524)  -0.064
C (0.40381, -0.76561, -0.24631)  0.075
C (-1.92642, -0.01061, -0.73330)  0.000
C (-1.76049, 0.41612, 0.68170)  0.027
N (2.50364, 0.00690, 0.27316)  -0.003
N (-0.69651, -0.25613, -0.02129)  -0.003
N (2.84748, 1.01606, -0.30623)  0.184
H (1.82279, -2.10807, 0.20857)  0.161
H (-2.38879, -0.95303, -0.90709)  0.135
H (-1.98092, 0.86056, -1.36418)  0.139
H (-1.60008, 1.40276, 0.85482)  0.106
H (-2.28033, -0.29458, 1.33942)  0.153
H (3.41891, 1.70820, 0.12549)  0.090

Run three
Computed, not measured: a gas-phase ion, C4H6N3 (charge +1), with wB97M-V/def2-TZVPD.

Summary:
Total charge: +1
Kohn-Sham gap (alpha / beta), eV: 8.3 / 8.3

Each line ends with the Löwdin charge.
Cartesian coordinates (Å):
C (3.83321, -0.33047, -0.17887)  0.286
C (1.16459, -0.63449, 0.05868)  -0.006
C (-1.08634, 0.62705, 0.56900)  -0.021
C (-1.11974, 0.09063, -0.79276)  -0.043
N (2.99057, 0.41789, 0.02473)  0.021
N (1.73979, 0.55149, 0.10497)  -0.002
N (-0.30287, -0.60611, 0.25578)  -0.071
H (4.84964, -0.39938, -0.16041)  0.096
H (-0.27069, 1.39109, 0.70942)  0.138
H (-1.90753, 0.51782, 1.13401)  0.090
H (-1.82340, -0.58421, -1.25283)  0.124
H (-0.65856, 0.64623, -1.66845)  0.156
H (-0.86246, -1.42586, 0.71035)  0.232

Which structure is the least stable? The one labeled run three.